This record from the OMol25 dataset describes a molecular structure, C27H31BrClN6O6RuTe4. The level of theory is wB97M-V/def2-TZVPD.

Last column: Mulliken spin population.
Element x y z (Å)
1 H -7.905 0.289 -0.763  0.00
2 H -6.454 3.394 2.585  0.00
3 C -2.939 1.242 -0.057  -0.03
4 H -7.719 -0.384 0.860  0.00
5 C -8.113 2.871 -0.210  0.00
6 H -4.098 4.208 2.574  -0.01
7 C -0.455 -2.937 -1.224  0.00
8 H -2.504 -0.393 4.780  0.00
9 C 2.328 -1.848 0.543  0.02
10 C -0.583 -1.186 -2.648  0.00
11 C 2.903 -2.777 1.358  0.02
12 C -6.213 1.804 1.154  0.00
13 C -0.690 -1.979 -3.767  -0.01
14 C -4.629 1.968 5.954  0.00
15 C -0.667 -3.353 -3.555  0.00
16 C -5.763 3.130 1.782  -0.01
17 Te 3.367 4.257 1.433  0.82
18 C -4.789 2.709 4.790  0.00
19 C 3.964 -3.809 1.220  0.00
20 H -9.632 1.899 1.884  0.00
21 C -8.576 2.071 2.097  0.00
22 H -5.127 2.253 6.871  0.00
23 H 0.123 -2.157 4.169  0.00
24 O 4.542 -3.908 0.048  0.00
25 C -2.921 -0.827 0.307  0.01
26 C -5.430 1.539 -0.154  0.00
27 H -0.685 -5.072 -4.380  0.00
28 C -4.340 3.166 2.353  0.01
29 C -7.754 1.801 0.828  0.00
30 N 1.330 -1.203 1.233  0.08
31 H -9.257 0.324 0.347  0.00
32 H -5.156 2.487 -0.616  0.00
33 H -6.184 0.952 2.911  0.00
34 C -0.545 -3.846 -2.258  0.00
35 H -5.861 3.925 1.038  0.00
36 N -4.196 -0.541 0.229  0.01
37 O 3.453 -2.150 -1.498  0.01
38 H -0.508 -4.910 -2.059  0.00
39 C 0.411 -1.294 3.567  0.01
40 H -0.343 -3.275 -0.199  0.00
41 Ru 0.272 0.353 0.013  3.16
42 N -2.095 0.245 0.139  0.09
43 H -0.482 -0.820 3.167  0.00
44 H -7.890 3.881 0.137  0.00
45 Te -0.076 2.273 1.782  0.25
46 C -8.171 0.424 0.287  0.00
47 H 0.907 -0.568 4.214  0.00
48 C -3.144 0.481 4.773  0.00
49 H 2.479 -3.228 3.361  0.00
50 C -4.145 2.352 3.609  0.00
51 H -8.485 3.099 2.450  0.00
52 H -9.185 2.829 -0.417  0.00
53 H -6.027 0.988 -0.874  0.00
54 O 4.228 -4.507 2.174  0.00
55 H -3.601 2.862 1.612  0.01
56 O -0.758 -4.147 -4.638  0.00
57 C 2.625 -1.465 -0.875  -0.05
58 Te 2.398 2.239 0.161  0.13
59 H -2.671 2.273 -0.237  -0.02
60 H -0.760 -1.574 -4.765  0.00
61 Cl -3.588 -0.082 7.382  0.00
62 C -3.323 1.230 3.621  -0.02
63 H -2.569 -1.831 0.482  0.00
64 H 4.142 -3.248 -0.615  0.00
65 H -7.600 2.711 -1.162  0.00
66 C -3.803 0.857 5.932  0.00
67 N 2.247 -2.663 2.558  0.00
68 H -5.422 3.591 4.815  0.00
69 N -4.193 0.791 0.009  0.00
70 Br -0.509 0.710 -2.843  0.06
71 C 1.306 -1.704 2.452  -0.02
72 H -2.824 0.923 2.707  0.00
73 H -8.307 1.399 2.917  0.00
74 O 1.985 -0.463 -1.311  0.07
75 N -0.479 -1.616 -1.406  0.03
76 Te -0.612 4.788 1.661  0.36
77 O -5.906 0.723 2.017  0.00

Computed properties:
⟨S²⟩ = 8.855
LUMO (spin up / spin down) = -0.782 / -1.687 eV
relative energy (zero: lowest compared OMol25 entry of this formula, charge and spin) = 36.4 kcal/mol
2S+1 = 6
gap between HOMO and LUMO (spin up / spin down) = 6.2 / 5.4 eV
net charge = 0

This record from the OMol25 dataset describes a molecular structure, C27H31Cl3N4O4P2SbSe4W. The level of theory is wB97M-V/def2-TZVPD.

Last column: Löwdin charge in e.
Element x y z (Å)
1 O 0.584 -1.057 -4.578  0.06
2 C 3.208 -0.845 2.765  -0.21
3 C 1.472 -1.004 1.292  -0.41
4 W -1.191 -0.340 -0.817  0.92
5 H 2.086 0.382 -2.883  0.04
6 H 0.271 2.334 -3.027  0.07
7 H 5.949 1.247 4.520  0.10
8 H -4.353 2.398 -4.099  0.13
9 H 2.539 -0.744 -1.620  0.04
10 C 2.238 3.404 -0.382  -0.09
11 H 2.169 3.455 0.703  0.07
12 H 3.171 2.898 -0.624  0.07
13 C -2.789 1.407 -5.220  -0.03
14 H -0.021 4.475 -0.423  0.13
15 C -0.225 3.394 -0.427  -0.26
16 H 3.803 -2.449 4.062  0.11
17 Se -2.267 -2.645 -1.918  0.02
18 H 3.226 0.894 -1.602  0.05
19 N -2.008 0.453 -2.732  -0.01
20 O 0.044 -1.109 -2.409  -0.39
21 C 4.963 -0.674 4.400  -0.08
22 O -4.452 2.608 -1.527  -0.01
23 H 5.564 -1.109 5.188  0.10
24 C -3.888 1.557 -1.639  -0.76
25 C 3.999 -1.421 3.785  -0.01
26 H -1.965 -1.239 2.724  0.03
27 C -2.285 2.266 2.312  -1.18
28 C -2.138 -2.201 2.248  -0.15
29 N 2.222 -1.583 2.184  0.13
30 H 2.284 4.422 -0.781  0.08
31 C 5.183 0.670 4.019  -0.08
32 H -1.749 -4.214 0.391  0.01
33 C -3.484 1.756 -4.079  0.01
34 C 1.777 0.331 0.823  -0.40
35 H -1.109 0.225 -5.938  0.12
36 Se -5.562 -0.835 -1.961  0.05
37 C -1.342 0.109 -3.844  -0.20
38 C -1.192 -4.299 1.324  -0.12
39 Cl -3.440 2.979 1.260  0.71
40 H -3.099 1.776 -6.188  0.11
41 H -2.768 -2.070 1.370  -0.02
42 H -2.706 -2.828 2.940  0.08
43 C 1.009 -3.178 -0.390  -0.24
44 H 4.593 2.263 2.707  0.11
45 C 4.440 1.240 3.024  -0.02
46 H -0.640 -3.725 3.859  0.09
47 C -0.022 -3.130 3.181  -0.11
48 Sb -4.694 -3.337 -1.578  0.12
49 O -1.351 3.127 -1.245  -0.10
50 Se -5.179 -3.544 0.780  -0.30
51 H -0.306 -4.917 1.164  0.07
52 C 1.019 2.710 -0.993  -0.60
53 N -1.380 0.681 0.708  -0.32
54 Cl -2.252 2.971 3.884  0.59
55 C 2.336 0.305 -1.828  -0.20
56 H -1.837 -4.806 2.045  0.09
57 C -1.701 0.558 -5.098  0.02
58 C 3.437 0.484 2.377  -0.21
59 P 0.956 0.847 -0.756  0.98
60 H -2.135 3.407 -0.761  0.02
61 H 0.809 3.978 -2.718  0.10
62 H 0.315 -3.818 -0.932  0.02
63 H 0.213 -2.188 3.677  0.05
64 Se -4.095 0.059 -0.365  0.48
65 P 0.048 -1.949 0.547  0.91
66 N 2.737 1.035 1.346  0.14
67 C -1.475 1.264 1.904  -0.89
68 H 2.007 2.696 -2.941  0.08
69 H 0.910 -3.664 3.002  0.07
70 H 1.633 -3.759 0.290  0.05
71 C 1.031 2.928 -2.516  -0.08
72 C -0.835 -2.922 1.903  -0.66
73 C -0.141 -0.776 -3.640  -0.64
74 H -0.396 3.088 0.609  0.10
75 Cl -0.323 0.718 3.142  0.71
76 H 1.623 -2.659 -1.122  0.03
77 C -3.075 1.241 -2.858  -0.31

Computed properties:
LUMO = 1.288 eV
relative energy (zero: lowest compared OMol25 entry of this formula, charge and spin) = 16.3 kcal/mol
gap between HOMO and LUMO = 5.3 eV
net charge = -1

no.,E_tot (Ha),strongest force on any atom (eV/A)
1,-6028.68057,0.97
2,-13544.05219,0.42